[1]
ORCA calculation (ωB97M-V/def2-TZVPD) on a structure of composition C15H26GeNO5PPdSe.

Last column: Löwdin charge in e.
CARTESIAN COORDINATES (ANGSTROEM)
Pd (-0.08038, 1.20040, 0.24534)  0.94
O (-3.37848, 1.82685, 2.44878)  0.08
C (-2.31335, 1.56803, 1.93244)  -0.58
O (-1.98419, 1.76126, 0.68650)  -0.16
C (-1.19708, 0.97577, 2.78385)  -0.15
C (-1.22131, 0.70124, 4.13707)  0.03
C (-0.05692, 0.22190, 4.73188)  -0.02
C (1.10363, 0.04181, 3.98429)  0.03
C (1.06426, 0.33553, 2.63512)  -0.15
N (-0.07460, 0.76516, 2.10566)  0.00
C (2.20182, 0.25937, 1.62724)  -0.60
O (3.29231, -0.12467, 1.99390)  0.08
O (1.86616, 0.62363, 0.42531)  -0.15
H (-2.13131, 0.87095, 4.69469)  0.13
H (-0.05033, 0.00007, 5.79085)  0.11
H (2.02754, -0.30991, 4.42105)  0.13
C (1.60746, 4.47020, -2.33272)  -0.17
P (0.10585, 3.82487, -1.59236)  0.56
C (-1.27054, 4.47295, -2.54323)  -0.16
C (-0.02787, 4.54605, 0.04448)  -0.17
O (0.10674, 2.31895, -1.58544)  -0.45
H (1.59791, 5.55934, -2.37004)  0.06
H (1.69786, 4.07132, -3.34320)  0.06
H (2.45959, 4.12755, -1.74564)  0.06
H (-1.23755, 5.56088, -2.60094)  0.06
H (-2.19701, 4.15622, -2.06356)  0.06
H (-1.23260, 4.05343, -3.54860)  0.06
H (-0.03320, 5.63531, -0.00524)  0.06
H (0.81450, 4.20756, 0.64845)  0.06
H (-0.95491, 4.18766, 0.49520)  0.05
C (-1.39108, -4.07936, 0.87757)  -0.22
Ge (0.00252, -4.13161, -0.49379)  0.73
C (1.49809, -5.23959, 0.11149)  -0.22
C (-0.70488, -4.80170, -2.18705)  -0.22
C (0.64175, -2.29566, -0.76158)  -0.59
Se (-0.79278, -1.10715, -1.35642)  0.88
C (-0.11215, -0.75337, -3.13724)  -0.41
H (-1.95860, -5.01015, 0.89097)  0.02
H (-2.08437, -3.26003, 0.68327)  0.01
H (-0.94589, -3.93564, 1.86314)  0.02
H (1.16860, -6.26042, 0.30797)  0.02
H (1.92569, -4.83260, 1.02842)  0.02
H (2.28358, -5.27197, -0.64421)  0.02
H (-1.16769, -5.77987, -2.05534)  0.02
H (0.09602, -4.89766, -2.92151)  0.02
H (-1.45514, -4.11184, -2.57466)  0.01
H (1.43426, -2.24440, -1.50769)  0.03
H (1.05717, -1.88342, 0.15748)  0.00
H (-0.12235, -1.66045, -3.73680)  0.02
H (0.89227, -0.34379, -3.06333)  0.03
H (-0.76901, -0.00897, -3.58185)  0.02

Summary:
2S+1: 1
ΔE to the lowest compared entry with this formula, charge and spin: 0.153 eV

***

[2]
ORCA calculation (ωB97M-V/def2-TZVPD) on a structure of composition C15H26InO8 in a non-equilibrium geometry.

Last column: Löwdin charge in e.
CARTESIAN COORDINATES (ANGSTROEM)
C (-5.32913, 4.98335, 3.03732)  -0.34
In (-3.88506, 3.23181, 2.91341)  0.42
C (-4.37339, 2.05750, 1.03915)  -0.22
C (-3.80820, 2.65840, -0.29138)  -0.52
O (-2.61465, 2.75809, -0.59752)  -0.01
O (-4.74878, 3.11953, -1.26270)  0.00
H (-5.99045, 4.94345, 2.10100)  -0.05
H (-6.01947, 4.90282, 3.94229)  -0.04
H (-4.78677, 5.98959, 3.00420)  -0.04
H (-4.19556, 2.22287, 4.39522)  -0.11
H (-2.18652, 3.78492, 3.04307)  -0.12
H (-3.98725, 0.99546, 1.16258)  0.04
H (-5.51184, 2.03018, 0.92811)  0.04
H (-5.65216, 2.97305, -0.93096)  0.08
O (2.81251, -0.80443, -1.61830)  0.09
C (1.78890, -0.21062, -1.85067)  -0.46
O (1.01892, -0.43700, -2.94399)  0.03
C (-0.06148, 0.51084, -2.97126)  -0.15
C (-0.21765, 0.97670, -1.54292)  -0.16
C (1.20370, 0.90135, -1.02052)  -0.07
H (0.20828, 1.32672, -3.64798)  0.13
H (-0.96439, 0.02700, -3.34483)  0.13
H (-0.66517, 1.96634, -1.45911)  0.10
H (-0.84936, 0.27504, -0.99087)  0.12
H (1.75919, 1.82147, -1.21597)  0.14
H (1.23113, 0.65416, 0.03970)  0.11
O (-2.59128, 0.48791, 2.83917)  0.04
C (-1.54745, -0.05292, 3.06506)  -0.46
O (-0.91131, -0.00806, 4.26786)  0.04
C (0.35727, -0.66264, 4.16125)  -0.17
C (0.22985, -1.58970, 2.97215)  -0.16
C (-0.72607, -0.83272, 2.07172)  -0.07
H (1.13033, 0.09762, 4.01474)  0.13
H (0.56728, -1.20625, 5.08353)  0.12
H (1.18700, -1.82152, 2.50192)  0.11
H (-0.22899, -2.53268, 3.28443)  0.12
H (-0.20217, -0.13282, 1.41743)  0.11
H (-1.35210, -1.50774, 1.48981)  0.13
O (7.19090, -5.06035, -2.85270)  0.10
C (6.17217, -4.46094, -3.07398)  -0.49
O (5.38965, -4.67603, -4.16432)  0.02
C (4.31700, -3.72178, -4.17680)  -0.16
C (4.17574, -3.26193, -2.74412)  -0.17
C (5.59997, -3.34914, -2.23298)  -0.08
H (4.58666, -2.90376, -4.85136)  0.13
H (3.40754, -4.19771, -4.54571)  0.12
H (3.73564, -2.26866, -2.65144)  0.08
H (3.54378, -3.96318, -2.19040)  0.13
H (6.15959, -2.43142, -2.42788)  0.13
H (5.63363, -3.60217, -1.17443)  0.13

Summary:
total charge: -1
electronic energy: -37530.3696 eV
2S+1: 1

***

[3]
ORCA calculation (ωB97M-V/def2-TZVPD) on a structure of composition C15H26N5O5STc in a non-equilibrium geometry.

Last column: Löwdin charge in e.
CARTESIAN COORDINATES (ANGSTROEM)
Tc (0.50918, 0.13677, -0.55664)  1.62
C (0.33106, 0.68787, -3.55951)  -0.11
C (1.76646, 1.05893, -3.25518)  -0.12
N (2.12387, 0.47583, -1.92426)  -0.17
C (3.19232, 1.24217, -1.22589)  -0.20
C (2.68029, 2.59341, -0.72547)  -0.35
S (0.93291, 2.54578, -0.15179)  0.96
C (-0.04859, 3.22905, -1.55198)  -0.35
C (-1.05313, 2.21305, -2.07714)  -0.20
N (-0.48502, 0.84751, -2.31351)  -0.17
H (-0.07594, 1.29566, -4.36762)  0.15
H (0.27284, -0.35856, -3.85892)  0.15
H (2.42934, 0.66209, -4.02355)  0.16
H (1.89537, 2.13732, -3.22521)  0.12
H (2.47837, -0.47148, -2.08879)  0.15
H (3.55040, 0.63575, -0.39314)  0.13
H (4.04187, 1.41051, -1.89208)  0.15
H (3.26763, 2.90099, 0.13823)  0.10
H (2.75385, 3.39442, -1.45965)  0.10
H (-0.59702, 4.07752, -1.14528)  0.11
H (0.63453, 3.60851, -2.30802)  0.10
H (-1.85067, 2.10267, -1.34062)  0.12
H (-1.49935, 2.59790, -2.99645)  0.15
H (-1.29607, 0.24141, -2.44290)  0.13
O (-4.22191, -4.64042, -0.21084)  0.18
C (-2.92724, -4.31096, -0.26318)  -0.46
O (-2.07795, -5.13108, -0.36540)  0.21
C (-2.58215, -2.83927, -0.21088)  0.01
C (-3.43587, -1.76313, -0.04425)  0.04
N (-2.70853, -0.63479, -0.12121)  0.05
N (-1.40995, -0.89493, -0.34287)  -0.07
C (-1.31425, -2.23019, -0.38439)  -0.10
C (0.09153, -2.73305, -0.53440)  -0.46
O (0.53036, -3.77478, -0.22003)  0.26
O (0.82315, -1.68692, -1.02448)  -0.21
H (-4.86434, -3.92859, -0.14236)  0.12
H (-4.49996, -1.71457, 0.13735)  0.16
H (-3.05328, 0.30783, -0.03974)  0.17
C (-1.43315, -0.73379, 3.17439)  0.03
N (-0.06248, -0.33280, 3.53693)  -0.07
C (0.27233, -0.14874, 4.96745)  0.04
C (0.80049, -0.12435, 2.59786)  -0.39
C (2.22809, 0.21288, 2.86413)  0.06
O (0.40824, -0.24340, 1.35393)  -0.25
H (-2.01349, -0.88805, 4.07626)  0.11
H (-1.41688, -1.66361, 2.60680)  0.10
H (-1.91181, 0.04368, 2.57961)  0.09
H (-0.61308, -0.33577, 5.56354)  0.11
H (0.60558, 0.86909, 5.15847)  0.12
H (1.04332, -0.84650, 5.28834)  0.12
H (2.52251, 0.03335, 3.89210)  0.10
H (2.41271, 1.26770, 2.64004)  0.11
H (2.85348, -0.39991, 2.21217)  0.11

Summary:
total charge: +3
2S+1: 4
ΔE to the lowest compared entry with this formula, charge and spin: 0.946 eV

***

[4]
ORCA calculation (ωB97M-V/def2-TZVPD) on a structure of composition C15H27BrN2O3PS2Sc in a non-equilibrium geometry.

Last column: Löwdin charge in e.
CARTESIAN COORDINATES (ANGSTROEM)
Sc (1.16957, 0.55978, -0.50432)  0.63
C (-3.42590, 1.76996, 2.13579)  -0.03
C (-2.25395, 1.20154, 2.91770)  -0.41
C (-1.01995, 2.08351, 2.87124)  -0.08
O (-1.94904, -0.13761, 2.44264)  -0.26
P (-0.94419, -0.59577, 1.33863)  0.01
S (1.01719, -0.30642, 1.83762)  0.44
S (-1.30521, 0.28772, -0.49616)  0.38
O (-1.06538, -2.14148, 1.26383)  -0.29
C (-2.18558, -3.08232, 1.38641)  -0.39
C (-3.16614, -2.86210, 0.25196)  -0.04
C (-2.86537, -2.98147, 2.73730)  -0.04
H (-3.74030, 2.70754, 2.59063)  0.10
H (-4.26776, 1.08088, 2.16053)  0.09
H (-3.14786, 1.94465, 1.09660)  0.06
H (-2.55262, 1.03343, 3.95901)  0.16
H (-0.66676, 2.17002, 1.83371)  0.03
H (-0.22704, 1.66060, 3.48806)  0.07
H (-1.26555, 3.07241, 3.24728)  0.10
H (-1.66522, -4.04316, 1.29214)  0.15
H (-3.58917, -1.85946, 0.32871)  0.08
H (-3.97368, -3.58595, 0.32713)  0.10
H (-2.68932, -2.97906, -0.72101)  0.08
H (-3.56988, -2.15519, 2.74887)  0.08
H (-2.13848, -2.84891, 3.53591)  0.09
H (-3.41204, -3.90318, 2.92458)  0.10
C (0.96846, 3.96464, -0.18768)  -0.06
C (2.41049, 3.47256, -0.14350)  -0.23
O (2.44126, 2.11866, 0.38674)  -0.21
H (0.91263, 4.89870, -0.74338)  0.10
H (0.59609, 4.15796, 0.82000)  0.09
H (0.32750, 3.20245, -0.68619)  0.05
H (3.03039, 4.13395, 0.46986)  0.14
H (2.84366, 3.41947, -1.14916)  0.12
H (2.60715, 2.19034, 1.34745)  0.12
C (1.33591, 2.18819, -4.98654)  0.00
C (1.34671, 1.69004, -3.66986)  -0.13
N (1.33304, 1.30778, -2.57915)  0.14
H (1.72007, 1.45223, -5.69664)  0.12
H (1.94628, 3.09245, -5.05306)  0.12
H (0.30596, 2.43289, -5.25874)  0.12
Br (5.79214, -3.11758, -1.13351)  0.84
C (3.96646, -2.79264, -1.49876)  -0.64
C (3.22506, -3.67580, -2.28069)  -0.05
C (1.88963, -3.38981, -2.50466)  -0.01
C (1.34217, -2.23330, -1.96855)  -0.11
N (2.05571, -1.36221, -1.22892)  -0.08
C (3.34308, -1.65635, -0.98921)  -0.15
H (3.69181, -4.56109, -2.68608)  0.13
H (1.27615, -4.05703, -3.08983)  0.13
H (0.29218, -1.99736, -2.12800)  0.11
H (3.89963, -0.96909, -0.35674)  0.12

Summary:
total charge: +2
electronic energy: -146810.1176 eV
2S+1: 1